{"formula": "C3H2O3", "method": "ωB97M-V/def2-TZVPD", "species": ["O", "C", "C", "O", "C", "O", "H", "H"], "coordinates": [[-2.05258, 0.31550, 1.17119], [-1.20203, 0.57669, 0.41759], [-0.15430, 0.28487, -0.57510], [-0.38717, 0.94818, -1.56528], [0.94872, -0.67305, -0.38120], [1.27724, -1.13644, 0.69740], [0.12571, 0.52462, 1.58054], [1.50111, -0.87414, -1.31066]], "forces_ev_per_angstrom": [[-1.1, 0.9, -1.9], [3.3, -3.3, 4.7], [-3.7, 1.6, 0.0], [1.4, 0.5, -2.1], [1.3, -0.7, 2.0], [-0.4, 0.2, -1.6], [-0.5, 1.0, -1.1], [-0.2, -0.1, -0.1]], "gap_ev": [7.9, 7.2], "max_force_ha_per_bohr": 0.129, "de_lowest_ev": 5.5721, "energy_ev": -9279.9543}